1.
DFT (ωB97M-V with the def2-TZVPD basis set) results for a structure of composition C4H7ClNO in a non-equilibrium geometry.

```
14
C4H7ClNO | OMol25 | ωB97M-V with the def2-TZVPD basis set
Cl -4.009 0.402 0.184
O -2.353 -1.467 0.568
N -0.314 -0.766 -0.752
C -0.104 0.869 0.610
C -1.029 0.504 -0.549
C -2.570 -0.367 0.197
C 0.602 -0.429 0.452
H 0.484 -1.272 1.198
H -0.997 -1.507 -0.526
H -1.291 1.091 -1.542
H -0.702 0.898 1.588
H 0.358 -1.014 -1.535
H 0.480 1.733 0.474
H 1.591 -0.459 0.010
```

The charge is +1. The calculation puts the molar mass at 120.56 g mol⁻¹. Its LUMO energy is -3.6499 eV. The value obtained for the energy is -20312.21129 eV.

natural (NBO) atomic charge list, values in e, 2 entries: number 1, Cl, carries 0.181; number 2, O, carries -0.515

---

2.
DFT (ωB97M-V with the def2-TZVPD basis set) results for an isolated molecule of C3H6N2OS in a non-equilibrium geometry.

```
13
C3H6N2OS | OMol25 | ωB97M-V with the def2-TZVPD basis set
S -2.059 -1.331 0.144
O -2.170 1.241 0.595
N 0.685 -0.369 -0.887
N 1.615 -0.618 0.076
C -1.545 0.368 0.068
C -0.270 0.704 -0.737
C 1.394 -0.231 1.283
H -1.008 -1.799 -0.492
H 0.169 1.624 -0.263
H 0.489 0.299 1.658
H 2.158 -0.478 2.032
H 1.147 -0.408 -1.764
H -0.605 0.997 -1.711
```

The calculation puts the molar mass at 118.16 g mol⁻¹. As for the SMILES: C=NNCC(=O)S. Its LUMO energy is 0.6912 eV. The value obtained for the energy is -19069.74571 eV.

natural (NBO) atomic charge list, values in e, 2 entries: number 1, S, carries -0.006; number 2, O, carries -0.541

---

3.
DFT (ωB97M-V with the def2-TZVPD basis set) results for an isolated molecule of C7H8O in a non-equilibrium geometry.

```
16
C7H8O | OMol25 | ωB97M-V with the def2-TZVPD basis set
O 1.349 -1.880 1.113
C -1.217 0.515 0.606
C -0.213 1.000 -0.456
C 0.511 -0.767 1.463
C -0.063 0.387 -1.813
C 0.759 -1.077 0.043
C -0.933 -0.372 1.557
C 1.014 0.138 -0.779
H 2.022 0.556 -0.848
H 0.204 1.000 -2.679
H -0.084 -1.636 -0.395
H -0.112 2.100 -0.510
H -2.174 1.030 0.572
H 1.215 0.011 1.806
H -1.581 -0.552 2.445
H -0.697 -0.452 -2.124
```

The calculation puts the molar mass at 108.14 g mol⁻¹. As for the SMILES: C1=C[C@H]2O[C@@H]2[C@H]2C[C@@H]12. Its LUMO energy is 1.0603 eV. The value obtained for the energy is -9431.38301 eV.

natural (NBO) atomic charge list, values in e, 2 entries: number 1, O, carries -0.444; number 2, C, carries -0.163

---

4.
DFT (ωB97M-V with the def2-TZVPD basis set) results for the ion C12H18NO3 with charge +1 in a non-equilibrium geometry.

```
34
C12H18NO3 | OMol25 | ωB97M-V with the def2-TZVPD basis set
O 1.266 -1.361 2.318
O 0.860 1.104 -2.267
O 0.761 0.388 3.631
N 0.433 0.943 0.319
C -3.165 2.193 -2.257
C -3.594 -0.187 -2.227
C -2.234 -0.428 -1.950
C 2.019 -1.814 3.500
C -4.077 1.126 -2.323
C 2.279 0.795 -2.251
C 0.089 0.438 -1.374
C -1.365 0.651 -1.713
C 2.867 -2.976 3.039
C 0.626 -0.216 2.581
C -0.272 0.311 1.447
C -1.801 1.947 -2.021
H -0.810 1.128 1.916
H 2.638 -0.981 3.860
H 3.641 -2.625 2.339
H -4.294 -1.026 -2.362
H -1.844 -1.451 -1.999
H 2.535 0.165 -3.113
H 2.262 -3.745 2.535
H -0.018 1.821 0.171
H 3.374 -3.441 3.897
H 2.516 0.247 -1.322
H 1.380 1.148 0.636
H 2.873 1.726 -2.292
H 1.316 -2.119 4.293
H 0.398 -0.553 -1.083
H -0.929 -0.503 1.143
H -3.521 3.226 -2.396
H -1.069 2.752 -2.157
H -5.140 1.320 -2.516
```

The charge is +1. The calculation puts the molar mass at 224.28 g mol⁻¹. As for the SMILES: CCOC(=O)C[NH2+][C@H](OC)c1ccccc1. Its LUMO energy is -3.1652 eV. The value obtained for the energy is -20360.73937 eV.

natural (NBO) atomic charge list, values in e, 2 entries: number 1, O, carries -0.503; number 2, O, carries -0.480

---

5.
DFT (ωB97M-V with the def2-TZVPD basis set) results for a cluster of 4 separate species, C19H34BrIN7O in total in a non-equilibrium geometry.

```
63
C19H34BrIN7O | OMol25 | ωB97M-V with the def2-TZVPD basis set
I 3.781 -5.398 -2.094
Br 0.493 -2.963 -2.534
O 5.641 0.235 1.228
N 3.823 -1.150 -0.540
N 3.465 3.277 3.192
N 3.967 0.223 -0.653
N -5.186 2.572 -3.443
N -2.479 1.499 0.807
N 1.913 -0.424 -1.986
N 2.043 -2.875 -1.423
C -7.868 0.231 -3.967
C 3.375 3.237 7.012
C -2.895 1.475 -0.383
C -7.820 1.749 -3.787
C -3.398 1.447 -1.817
C 2.892 2.633 4.113
C 5.109 0.928 0.045
C 2.838 0.724 -1.530
C 1.481 -4.889 0.120
C -2.695 0.328 -2.589
C -7.086 -0.247 -5.187
C 4.634 0.167 2.320
C 2.041 2.750 6.455
C 2.631 -4.087 -0.735
C -1.181 0.507 -2.647
C 2.589 -1.590 -1.300
C 1.874 -5.035 1.739
C -6.381 2.199 -3.599
C 2.201 1.857 5.222
H 1.243 -5.920 -0.384
H -8.406 2.042 -2.909
H 2.257 -6.120 1.967
H -0.917 1.462 -3.117
H 2.663 1.852 -1.822
H 3.645 0.670 1.949
H 4.484 -1.758 -0.002
H 4.739 1.991 0.367
H 1.421 3.620 6.206
H -6.021 -0.013 -5.100
H -8.913 -0.085 -4.068
H 3.213 3.846 7.906
H -0.726 -0.298 -3.232
H -2.920 -0.641 -2.126
H 1.512 2.191 7.235
H -7.468 -0.263 -3.073
H 1.219 1.524 4.870
H -3.204 2.418 -2.286
H -0.732 0.478 -1.650
H -4.480 1.281 -1.816
H 3.420 -3.690 0.057
H 2.630 -4.187 2.084
H -7.172 -1.333 -5.291
H 0.477 -4.261 0.111
H 0.876 -4.822 2.358
H 5.076 0.613 3.308
H 4.371 -0.980 2.500
H -3.089 0.296 -3.611
H -8.244 2.254 -4.662
H 5.991 1.013 -0.742
H 4.017 2.393 7.285
H 3.911 3.859 6.289
H 2.795 0.969 5.465
H -7.468 0.216 -6.104
```

The charge is +1. The calculation puts the molar mass at 583.34 g mol⁻¹. Its LUMO energy is -3.7247 eV. The value obtained for the energy is -110859.55339 eV.

natural (NBO) atomic charge list, values in e, 2 entries: number 1, I, carries 0.156; number 2, Br, carries 0.355

---

6.
DFT (ωB97M-V with the def2-TZVPD basis set) results for the ion C6H10NOS with charge +1 in a non-equilibrium geometry.

```
19
C6H10NOS | OMol25 | ωB97M-V with the def2-TZVPD basis set
S 0.275 2.582 -1.598
O 0.382 -0.481 1.705
N -0.156 0.456 -0.273
C 1.546 -1.189 -1.145
C 0.952 0.166 -1.102
C -1.905 -0.168 1.547
C -0.651 -0.478 0.783
C -0.594 1.732 -0.415
C 1.295 1.288 -1.844
H -1.722 0.638 2.138
H -0.522 -1.419 0.195
H -2.162 -1.037 2.213
H -2.806 0.043 1.033
H 2.139 1.135 -2.558
H -1.361 2.195 0.082
H 2.275 -1.200 -0.313
H 2.164 -1.311 -2.028
H 0.080 -1.013 2.566
H 0.772 -1.939 -0.986
```

The charge is +1. The calculation puts the molar mass at 144.22 g mol⁻¹. Its LUMO energy is -4.1593 eV. The value obtained for the energy is -20749.55037 eV.

natural (NBO) atomic charge list, values in e, 2 entries: number 1, S, carries 0.673; number 2, O, carries -0.714

---

What is the formula in the fifth record? C19H34BrIN7O

---

Which of these has the highest molar mass? C19H34BrIN7O

---

Which of these has the highest molar mass? C19H34BrIN7O